{"formula": "C41H54NO21", "method": "wB97M-V/def2-TZVPD", "homo_energy_ev": -10.370, "homo_lumo_gap_ev": 5.96, "total_charge": 1, "e_tot_ha": -3228.55419, "molar_mass_da": 896.87, "lumo_ev": -4.4051, "symbols": ["C", "N", "C", "C", "C", "C", "O", "H", "H", "H", "H", "H", "H", "H", "H", "H", "H", "H", "H", "H", "H", "C", "C", "C", "O", "C", "C", "C", "O", "O", "O", "H", "H", "H", "H", "C", "C", "C", "O", "C", "C", "C", "O", "O", "O", "H", "H", "H", "H", "C", "C", "C", "O", "C", "C", "C", "O", "O", "O", "H", "H", "H", "H", "C", "C", "C", "O", "C", "C", "C", "O", "O", "O", "H", "H", "H", "H", "C", "C", "O", "C", "H", "H", "H", "H", "H", "H", "C", "C", "O", "C", "H", "H", "H", "H", "H", "H", "C", "C", "O", "C", "H", "H", "H", "H", "H", "H", "C", "C", "O", "C", "H", "H", "H", "H", "H", "H"], "xyz": [[1.28988, -0.57291, -1.21000], [0.82973, 0.56500, -0.47642], [-0.20358, 1.13606, -1.46090], [0.01560, 0.01241, 0.67087], [1.90299, 1.46268, -0.05536], [1.47435, 2.85404, 0.51468], [2.58333, 3.41566, 0.91188], [0.57588, -1.35743, -1.43013], [2.08336, -1.11442, -0.55247], [1.49037, -0.32425, -2.16014], [-0.89710, 0.33529, -1.84318], [0.17395, 1.57094, -2.37271], [-0.79061, 1.81086, -0.69363], [-0.67490, -0.81671, 0.47677], [-0.72688, 0.85999, 1.12669], [0.57511, -0.21427, 1.50298], [2.49529, 1.77275, -0.85500], [2.46710, 0.80492, 0.55509], [0.71908, 3.03210, 1.29083], [1.08317, 3.43703, -0.31285], [2.43627, 4.28892, 0.96383], [-4.62232, 3.68609, -0.16763], [-6.17412, 3.64803, -0.51593], [-6.86583, 2.40734, -0.64675], [-8.02090, 2.20189, -0.77086], [-6.01665, 1.19110, -0.61966], [-4.51037, 1.27882, -0.47576], [-3.87071, 2.45525, -0.11463], [-2.74861, 2.41201, 0.39612], [-3.66041, 0.16663, -0.66461], [-6.93286, 4.79283, -0.51105], [-4.31683, 4.62734, -0.12790], [-6.28348, 0.23735, -1.13231], [-3.95748, -0.76952, -0.61807], [-7.83027, 4.53377, -0.60554], [6.32552, -3.13953, -3.89464], [4.82336, -3.40214, -3.38901], [3.80612, -2.42167, -3.71932], [2.71152, -2.58904, -3.27033], [4.06798, -1.26107, -4.50287], [5.51994, -1.03639, -5.02109], [6.59866, -1.95428, -4.74089], [7.72605, -1.80812, -5.25929], [5.88812, -0.02843, -5.86638], [4.57214, -4.46185, -2.49922], [7.09655, -3.91313, -3.57598], [3.22099, -0.74223, -4.82849], [5.19669, 0.50118, -6.15912], [3.57580, -4.47963, -2.48884], [-2.60268, 0.34234, 3.80528], [-3.42342, -0.51997, 4.64820], [-3.36151, -0.46257, 6.09009], [-4.18090, -1.18404, 6.78695], [-2.57089, 0.51862, 6.65031], [-1.57283, 1.26659, 5.86235], [-1.63502, 1.32663, 4.38364], [-0.91946, 2.10533, 3.75042], [-0.55087, 1.87533, 6.48988], [-4.23928, -1.54258, 4.04960], [-2.77128, 0.21130, 2.80681], [-2.46318, 0.61498, 7.84660], [-0.78572, 1.77851, 7.41788], [-4.88873, -1.87151, 4.75905], [-2.07785, -5.34819, 0.28655], [-3.07226, -6.13932, 1.09104], [-3.40633, -5.68006, 2.41067], [-4.11811, -6.31635, 3.24929], [-2.80046, -4.52387, 2.93408], [-1.69197, -3.73169, 2.11555], [-1.49021, -4.12467, 0.79614], [-0.62226, -3.53319, 0.18347], [-1.09953, -2.62912, 2.69460], [-3.73854, -7.25140, 0.65176], [-1.85305, -5.51009, -0.70177], [-3.03046, -4.27587, 3.96838], [-1.13988, -2.60957, 3.61120], [-4.18626, -7.73124, 1.22846], [3.27174, 2.14630, 4.50134], [3.62835, 0.79768, 3.83522], [2.66286, 0.08053, 3.29546], [5.11601, 0.31888, 3.94817], [2.25000, 2.45719, 4.18199], [3.97050, 2.77966, 3.86862], [3.30677, 2.18859, 5.56794], [5.18931, -0.31632, 4.86905], [5.83840, 1.29386, 3.77132], [5.26215, -0.36382, 3.21999], [-2.51022, 4.23027, -3.14975], [-2.87360, 2.97726, -3.89758], [-2.27998, 1.94711, -3.85767], [-4.05269, 3.08210, -4.82549], [-1.88106, 3.76008, -2.40259], [-3.38756, 4.80470, -2.77664], [-1.95509, 4.76277, -3.88419], [-3.95564, 2.17975, -5.69184], [-4.03558, 3.96067, -5.33555], [-4.88206, 3.23905, -4.15079], [1.50810, 2.90068, -4.97839], [1.59796, 3.95170, -3.84274], [0.83738, 3.99363, -2.86995], [2.88578, 4.71987, -3.87073], [2.56342, 2.51974, -5.35913], [1.01856, 3.49911, -6.00536], [0.83137, 2.05498, -4.75761], [3.86680, 4.32255, -4.11623], [2.85788, 4.99443, -2.85450], [2.90357, 5.44407, -4.63773], [2.34509, -3.36969, 1.99605], [2.98676, -4.23062, 0.86521], [3.20586, -3.84281, -0.24643], [2.92915, -5.75064, 1.05742], [2.77335, -2.44724, 1.64881], [2.52600, -3.65145, 2.99219], [1.36341, -3.12877, 1.86920], [3.38268, -6.00623, 1.98909], [3.26491, -6.40104, 0.26005], [1.74128, -6.04414, 1.10651]], "atomic_forces_ev_per_a": [[2.2451, -3.9784, 3.4265], [-4.0674, -0.9688, -1.4018], [-2.4261, 1.0297, 2.5837], [-3.6022, 3.3011, 0.9080], [-1.7532, 0.8376, 1.3422], [-3.7923, -1.6614, -1.3138], [5.4626, -2.5365, 1.2756], [-0.8754, 0.1107, 0.9090], [-0.7853, 0.9218, -1.7578], [2.1406, 1.2276, -3.2185], [0.7336, 0.5547, 0.9883], [0.6885, 0.6648, 0.3258], [0.7185, -0.7310, -2.5385], [0.7052, 0.1492, -0.8763], [1.8698, -1.6169, -1.4147], [2.0144, -0.7330, 1.5564], [0.9171, -0.0600, -1.7635], [0.8926, 0.0882, 1.2751], [-0.4273, -1.4827, 0.1181], [-0.4489, -0.2571, -0.7814], [-0.2779, 4.9622, 0.4795], [-8.9878, -3.1944, -2.5870], [5.8368, 3.6770, 2.0237], [2.6996, -4.0693, 0.3033], [-3.4755, 1.2895, -0.4422], [7.3063, -0.5712, -0.7631], [-6.9589, -6.2499, -2.0144], [2.2583, 2.9957, 2.1490], [-0.1583, 0.2579, -0.5604], [-0.4384, 1.5880, 0.4470], [3.1771, -1.2971, 0.1157], [1.9987, 3.6682, 0.6542], [-0.5646, 0.9441, 0.9330], [-0.7987, 1.3952, -0.0085], [-1.7841, -0.4946, -0.2293], [-5.9558, -1.7544, 2.5132], [8.5585, -1.4325, -0.1330], [0.7079, 0.4450, -0.2424], [-2.8582, -0.7102, 1.0962], [7.8315, 0.3598, -2.3615], [-7.0275, 1.8786, 0.0228], [3.4153, -2.6390, 0.2875], [-2.3159, 0.1592, 0.9709], [1.8064, -2.8402, 2.0159], [-0.8261, 2.7314, -3.1137], [-1.0181, 1.4613, -0.7071], [-0.8190, 1.0932, -0.5067], [-2.2936, 1.3144, -0.5839], [0.9018, -0.0116, 0.6288], [-2.2075, -2.3053, 4.8830], [1.3182, 0.0103, -5.1313], [-4.7008, -2.3569, 2.7170], [2.7261, 1.8194, -2.4512], [5.2819, 3.8221, 1.5751], [-2.2472, -2.2339, 3.6672], [0.2762, -0.0367, -1.5064], [-1.2203, -1.3165, 0.8229], [-1.3334, -0.0995, -0.9989], [0.7693, 2.1336, 2.3370], [-0.0189, 0.1054, -2.6403], [-0.4669, -0.4289, -2.9894], [0.4903, 0.1579, 0.5165], [1.4482, 0.7299, -0.9097], [-4.9351, -2.5913, 4.4203], [2.1811, 0.5876, -4.4636], [-1.4084, -1.3568, 4.2469], [1.0498, 0.6143, -2.9452], [5.6830, 4.9219, -2.9453], [-6.5079, -1.3321, 8.9255], [1.6221, -1.0649, -1.4463], [0.3829, 0.6817, -1.3052], [0.1561, -1.3530, -4.7080], [4.9633, 5.0472, -5.1169], [0.3758, -0.9526, -2.0971], [0.1550, 0.1137, -0.3080], [-0.5707, -0.3180, 2.7194], [-3.1697, -2.8538, 4.9874], [-0.1818, -0.1994, -3.6157], [-4.1007, -2.8769, -0.4430], [4.9298, 3.1257, 2.0413], [-1.0150, 3.7748, 1.3958], [0.6161, -0.4912, 0.2589], [-0.5360, 0.1251, 1.5967], [0.7955, 0.0716, 0.5702], [0.3195, 1.3056, -0.2535], [-1.6346, -2.8020, 1.0571], [0.6623, -2.0393, -2.7784], [-0.7039, -1.6120, 0.6893], [-1.9850, 1.1131, -1.6302], [1.6053, -1.3924, 0.8796], [1.0264, -3.7963, -1.0156], [0.3884, 1.0620, 0.6602], [0.7519, -0.4369, -0.2502], [0.6747, 0.9397, -0.2444], [-1.0329, 2.2702, 2.8795], [0.3145, 2.7543, -1.6696], [-0.9709, -0.9382, -0.1842], [-0.5180, 1.2163, -3.1234], [0.4938, -2.8054, 0.0152], [1.0825, 0.1562, -2.0637], [-0.2984, -0.2897, 0.4316], [-2.1878, 0.9225, 1.0571], [1.3591, -1.7226, 2.9333], [0.2995, 0.5069, -0.0901], [-0.2834, -1.4898, 0.2319], [0.8185, 1.7167, 1.0167], [-0.7238, 1.7611, -0.3851], [3.5078, 0.0930, -2.5031], [-2.7649, -2.7451, 0.2918], [0.4498, 1.6108, -0.1872], [-3.0237, -0.2242, 0.3663], [0.6588, 1.0939, 1.0542], [0.6225, -0.2762, 1.1254], [-3.1102, -0.3042, -0.7197], [0.1458, -0.5338, 0.7411], [0.5840, 0.4615, -0.2984], [2.7220, 0.9343, 0.2767]], "lowdin_charge": [-0.050, -0.331, 0.018, 0.013, -0.046, -0.275, 0.026, 0.112, 0.156, 0.055, 0.122, 0.072, 0.117, 0.099, 0.140, 0.058, 0.127, 0.119, 0.134, 0.108, 0.054, 0.155, -0.088, -0.428, 0.170, 0.125, -0.152, -0.417, 0.084, 0.037, 0.118, 0.060, 0.130, 0.137, 0.094, 0.130, -0.090, -0.460, 0.103, 0.103, -0.105, -0.380, 0.102, 0.123, 0.042, 0.130, 0.082, 0.082, 0.110, 0.111, -0.134, -0.379, 0.049, 0.056, -0.155, -0.304, 0.113, 0.123, 0.021, 0.074, 0.180, 0.115, 0.145, 0.135, -0.112, -0.372, 0.090, 0.122, -0.102, -0.426, 0.112, 0.091, 0.157, 0.090, 0.116, 0.080, 0.038, -0.027, -0.371, -0.055, -0.018, 0.078, 0.098, 0.071, 0.103, 0.148, 0.011, -0.004, -0.547, 0.068, -0.019, 0.068, 0.099, 0.082, 0.171, 0.029, 0.076, -0.037, -0.470, 0.028, -0.025, 0.097, 0.162, 0.052, 0.091, 0.068, 0.080, 0.014, -0.444, 0.066, -0.018, 0.064, 0.073, 0.015, 0.056, 0.067, 0.142]}